No. 1
ORCA calculation (ωB97M-V/def2-TZVPD) on an isolated molecule of C4H12N2O.

## Properties
net charge = 0
frontier orbital gap = 0.386 Ha
maximum force = 0.457 eV/A
SMILES = C[C@@H](O)CC(N)N

Atoms and positions in Å:
C -1.24316 1.29377 0.55383
C -1.05554 0.58211 -0.79274
O -0.30343 1.35948 -1.69140
C -0.48222 -0.83990 -0.67104
C 0.89899 -0.99395 0.02005
N 1.77408 0.12683 -0.29772
N 0.84333 -1.19531 1.46256
H -0.28915 1.51092 1.02820
H -1.85126 0.68707 1.22126
H -1.75117 2.24039 0.38611
H -2.04872 0.49167 -1.25578
H 0.63322 1.19874 -1.49015
H -0.38921 -1.22217 -1.68931
H -1.20052 -1.47164 -0.14287
H 1.36360 -1.89743 -0.39522
H 2.74324 -0.16112 -0.23203
H 1.64415 0.86011 0.39307
H 0.43332 -2.09315 1.68896
H 0.28043 -0.47641 1.90422

No. 2
ORCA calculation (ωB97M-V/def2-TZVPD) on an isolated molecule of C6H6O.

## Properties
net charge = 0
frontier orbital gap = 0.293 Ha
maximum force = 3.975 eV/A

Atoms and positions in Å:
C 0.61467 -1.11517 0.21305
C 0.19966 -0.41348 1.33787
C 1.52632 -0.43839 -0.84089
C 0.33859 0.50215 -1.05316
C -0.71193 -0.17421 -0.11772
C -0.82963 0.43468 1.33104
O -1.73104 0.84449 2.17668
H 2.45756 -0.22528 -0.46836
H 1.56292 -0.99074 -1.70824
H 0.42162 1.53401 -0.63831
H 0.16152 0.65176 -2.17612
H -1.54181 -0.79294 -0.29415
H -2.46844 0.18312 2.23832

No. 3
ORCA calculation (ωB97M-V/def2-TZVPD) on a cluster of 2 separate species, C9H14 in total.

## Properties
expectation value of S² = 0.759
net charge = -1
frontier orbital gap (alpha / beta) = 0.108 / 0.269 Ha
maximum force = 4.155 eV/A
spin multiplicity = 2

Atoms and positions in Å:
C -0.39322 3.09554 -0.71824
C 2.18161 0.50100 0.03154
C 1.50551 1.54161 -0.62553
C 1.64938 -0.25868 1.10702
C 0.17814 1.83717 -0.22164
C 0.24557 -0.08830 1.17370
C -0.50052 0.82682 0.52844
H 3.21817 0.28812 -0.14545
H 1.96946 2.06882 -1.43854
H 2.09306 -0.96773 1.71070
H -0.25911 -0.78442 1.78121
H -1.49794 2.95390 -0.97614
H 0.08404 3.52764 -1.57585
H -1.53481 1.08706 0.72928
H -0.55271 3.87090 0.04856
C -1.63943 -3.03226 -1.19137
C -2.02190 -3.27602 0.29852
H -0.66105 -2.56070 -1.17399
H -1.68896 -3.83135 -1.93091
H -2.41147 -2.40520 -1.69486
H -1.37044 -3.90058 0.86766
H -3.09604 -3.52135 0.36427
H -1.79666 -2.40044 0.92195

No. 4
ORCA calculation (ωB97M-V/def2-TZVPD) on a structure of composition C8H13N4O6Tc.

## Properties
expectation value of S² = 3.759
net charge = +1
frontier orbital gap (alpha / beta) = 0.306 / 0.283 Ha
maximum force = 3.965 eV/A
spin multiplicity = 4

Atoms and positions in Å:
C -2.34215 1.23947 -2.61813
Tc 0.99708 0.98664 -2.80427
N 2.27311 2.25273 -1.72778
N 0.32447 2.40296 -4.29766
H 3.15685 1.74199 -1.65770
H -1.62646 1.86031 -2.13809
H -2.84400 0.82205 -1.71800
H -1.80046 0.42180 -3.20004
H -2.75968 2.01219 -3.30268
H 0.96634 2.40206 -5.09107
H 0.29669 3.39232 -3.99663
H -0.59788 2.27185 -4.73231
H 2.46909 3.15471 -2.19339
H 1.93776 2.44732 -0.77290
O 0.82073 1.65551 0.52487
C 0.45597 0.46532 0.18398
O 0.36209 0.06659 -1.06002
C 0.17158 -0.56497 1.24991
C 0.13722 -1.92407 0.91034
C -0.07786 -2.88676 1.92796
C -0.24749 -2.49414 3.24124
C -0.25036 -1.14908 3.57034
C -0.00965 -0.15900 2.58039
N -0.46401 -0.71783 4.92429
O -0.64727 -1.59616 5.79756
O -0.45342 0.50029 5.17982
N -0.06016 -4.27664 1.57722
O 0.12528 -4.60408 0.39170
O -0.22405 -5.11761 2.48760
H 0.28960 -2.24294 -0.10489
H -0.42215 -3.24621 4.02445
H 0.04316 0.88337 2.84388

No. 5
ORCA calculation (ωB97M-V/def2-TZVPD) on a cluster of 12 separate species, C44H97F36N8O2P7 in total.

## Properties
net charge = 0
frontier orbital gap = 0.255 Ha
maximum force = 5.440 eV/A

Atoms and positions in Å:
C -23.25526 -27.45790 6.40580
N -24.53092 -26.93412 5.59498
C -25.30597 -28.18484 5.15312
C -25.50306 -26.15699 6.47221
C -24.07480 -25.94375 4.38274
C -25.16277 -25.36311 3.43431
O -25.71988 -26.41399 2.82382
H -23.46911 -27.41460 7.47373
H -22.34932 -26.85286 6.36981
H -22.99943 -28.42064 5.96333
H -24.60374 -28.83446 4.63064
H -26.21717 -27.94974 4.60309
H -25.64521 -28.75990 6.01470
H -26.32833 -25.98249 5.78185
H -24.81527 -25.38517 6.81765
H -26.04141 -26.79782 7.17050
H -23.41776 -26.64492 3.86819
H -23.41164 -25.14380 4.71199
H -24.77663 -24.63434 2.72166
H -26.03528 -24.86549 3.85762
H -25.26215 -26.41840 1.97998
C -12.12985 -23.89294 8.19351
N -12.49169 -24.59488 9.57639
C -13.48892 -23.63154 10.41658
C -13.32238 -25.91153 9.20849
C -11.21945 -24.83011 10.48636
C -10.36155 -26.08744 10.27978
O -10.24165 -26.40372 8.84597
H -11.85740 -22.85093 8.36111
H -12.99245 -23.91445 7.52750
H -11.32095 -24.38622 7.65458
H -13.63308 -24.15682 11.36072
H -14.49358 -23.41265 10.05486
H -12.93761 -22.69336 10.47957
H -13.80234 -26.39942 10.05684
H -12.72385 -26.49395 8.50802
H -14.25885 -25.55643 8.77835
H -11.55312 -25.16960 11.46694
H -10.71218 -23.87905 10.64845
H -10.75350 -26.96136 10.80009
H -9.40228 -25.82836 10.72783
H -10.25774 -27.36257 8.80177
C -24.41887 -21.44288 20.21574
C -25.00746 -22.47548 19.31615
N -25.55122 -21.84812 18.17899
C -26.82747 -21.52852 17.91825
C -26.84329 -21.08050 16.60425
N -25.59772 -21.17559 16.06690
C -24.78675 -21.66423 16.99783
C -25.23942 -20.96906 14.70942
H -25.16520 -20.79931 20.68147
H -23.76589 -20.79532 19.63062
H -23.82231 -21.85860 21.02777
H -25.77233 -23.11939 19.75029
H -24.22394 -23.17538 19.02570
H -27.57189 -21.77449 18.66105
H -27.64845 -20.83084 15.92914
H -23.76582 -21.98779 16.85852
H -26.09437 -20.60749 14.13811
H -24.73320 -21.86822 14.35817
H -24.51581 -20.15407 14.69308
C -13.98943 -20.86494 -7.55840
C -12.80673 -20.95062 -6.54698
N -13.29679 -21.63273 -5.32855
C -13.80025 -22.93363 -5.45148
C -14.46600 -23.20008 -4.23898
N -14.45539 -22.02750 -3.46111
C -13.70301 -21.07844 -4.08221
C -15.21312 -21.82960 -2.19583
H -13.63850 -20.13756 -8.29042
H -14.86320 -20.51485 -7.00879
H -14.09274 -21.85144 -8.01035
H -12.55960 -19.94832 -6.19707
H -11.95301 -21.49508 -6.95046
H -13.60712 -23.54100 -6.32337
H -14.80578 -24.13447 -3.81723
H -13.52963 -20.13173 -3.59224
H -16.00059 -21.07710 -2.23750
H -14.48434 -21.76343 -1.38799
H -15.79134 -22.73441 -2.00858
C -18.08562 -22.67674 4.63133
C -18.46428 -21.26338 4.20127
N -19.13058 -20.55820 5.26232
C -19.65570 -19.27891 5.00325
C -20.14468 -18.74052 6.21587
N -20.09240 -19.74999 7.18716
C -19.40390 -20.83658 6.62989
C -20.68388 -19.70291 8.48077
H -17.57500 -22.60498 5.59165
H -17.24371 -22.99601 4.01704
H -18.86762 -23.43529 4.59697
H -19.06531 -21.34748 3.29584
H -17.53159 -20.73877 3.99395
H -19.67042 -18.86148 4.00729
H -20.68746 -17.82003 6.37233
H -19.26243 -21.74554 7.19573
H -21.57563 -19.09613 8.32358
H -19.99285 -19.32786 9.23568
H -21.07758 -20.65867 8.82662
C -22.64506 -14.62375 -1.40023
C -21.58272 -14.05822 -2.25200
C -21.71452 -14.42522 -3.78335
C -20.59232 -13.65863 -4.62163
P -21.06231 -13.13488 -6.31439
C -22.51811 -12.13354 -6.41201
C -22.66613 -11.44857 -7.82876
C -23.66342 -10.36681 -8.21433
C -25.03787 -10.93237 -8.44467
C -19.70480 -12.26603 -7.18142
C -19.01988 -11.01771 -6.44779
C -17.90624 -10.45127 -7.31885
C -16.48676 -11.06341 -7.14727
C -21.45287 -14.59176 -7.42214
C -22.53604 -15.50185 -6.84571
C -22.12240 -16.89197 -6.48679
C -23.28144 -17.85713 -6.11493
H -23.64736 -14.50351 -1.81138
H -22.68136 -14.18511 -0.40305
H -22.29889 -15.63646 -1.19365
H -20.56695 -14.30464 -1.94281
H -21.72286 -12.97874 -2.19563
H -22.70991 -14.13379 -4.11857
H -21.70463 -15.48231 -4.04903
H -19.62289 -14.13865 -4.75538
H -20.40834 -12.79428 -3.98356
H -22.51191 -11.62309 -5.44894
H -23.31468 -12.87178 -6.31935
H -22.71491 -12.20590 -8.61118
H -21.65905 -11.09165 -8.04439
H -23.18478 -9.89031 -9.06987
H -23.69995 -9.55042 -7.49302
H -25.46564 -11.37865 -7.54692
H -25.13544 -11.67438 -9.23714
H -25.78923 -10.23116 -8.80779
H -19.92238 -12.00186 -8.21631
H -18.98154 -13.07153 -7.30859
H -18.59002 -11.20945 -5.46466
H -19.69934 -10.17615 -6.31282
H -17.77844 -9.38719 -7.12015
H -18.15962 -10.43366 -8.37885
H -15.80305 -10.61118 -7.86569
H -16.60874 -12.11880 -7.39092
H -16.21819 -11.06697 -6.09087
H -20.51454 -15.12871 -7.56111
H -21.75503 -14.28205 -8.42258
H -23.28448 -15.53317 -7.63752
H -23.14394 -14.96718 -6.11587
H -21.41054 -16.93406 -5.66243
H -21.78600 -17.33493 -7.42420
H -22.93510 -18.58627 -5.38245
H -23.49717 -18.52128 -6.95187
H -24.23781 -17.42806 -5.81602
P -27.20351 -19.69265 8.01025
F -27.88181 -20.77595 9.05168
F -28.73633 -18.99754 7.91059
F -26.90366 -18.63862 9.17543
F -26.59274 -18.66185 6.94075
F -25.81316 -20.49347 8.21921
F -27.49856 -20.78766 6.80925
P -15.33811 -17.24322 9.89648
F -16.47655 -16.97385 8.86359
F -14.83403 -15.74374 9.77147
F -16.42558 -16.86705 11.01165
F -14.20725 -17.53921 11.01071
F -15.91902 -18.74358 10.18446
F -14.39852 -17.85963 8.74229
P -10.78110 -23.56908 1.45944
F -12.35777 -24.05498 1.24619
F -10.23284 -24.45902 0.22173
F -11.03267 -22.29127 0.56395
F -9.23154 -23.00539 1.64089
F -11.30543 -22.69306 2.71456
F -10.39833 -24.85675 2.45225
P -19.51753 -25.49421 11.90472
F -18.14765 -25.90510 12.76297
F -19.68669 -27.07148 11.50937
F -20.53740 -25.60205 13.22686
F -20.85229 -25.23841 11.06159
F -19.33152 -23.89490 12.23129
F -18.55452 -25.11944 10.60989
P -19.70622 -11.21567 5.80827
F -18.77911 -9.83795 5.75894
F -18.36625 -12.14426 5.93685
F -19.66433 -11.14915 7.43764
F -20.52262 -12.57851 6.15160
F -21.16257 -10.42864 5.94363
F -19.86633 -11.50878 4.20419
P -21.34876 -24.96345 -1.76864
F -20.69421 -25.42937 -0.33021
F -21.64320 -26.53707 -2.01351
F -22.91414 -24.79365 -1.21337
F -21.87854 -24.63310 -3.24001
F -21.04054 -23.38846 -1.25270
F -19.79067 -25.03814 -2.26210

No. 6
ORCA calculation (ωB97M-V/def2-TZVPD) on a cluster of 2 separate species, C5H10N2 in total.

## Properties
net charge = +2
frontier orbital gap = 0.408 Ha
maximum force = 5.972 eV/A

Atoms and positions in Å:
C -0.77662 -0.26166 -0.23470
C 3.05523 -0.87033 0.60774
C -1.33709 -0.50987 1.06132
C -3.37153 0.16857 -0.61602
C 3.05960 1.24315 -0.63210
N -2.05662 -0.06360 -0.25899
N 3.05358 0.21998 0.09754
H 2.74003 -1.65412 -0.05197
H 3.49790 -1.06845 1.50321
H -1.41662 -1.57737 1.43149
H -1.36834 0.20326 1.83263
H -3.98393 -0.70374 -0.64169
H -3.56276 0.78904 -1.53030
H -3.82989 0.82883 0.17668
H 2.30721 1.96698 -0.75178
H 0.08160 -0.03931 -0.85630
H 3.90826 1.32865 -1.13675

No. 7
ORCA calculation (ωB97M-V/def2-TZVPD) on a cluster of 2 separate species, C19H20N in total.

## Properties
net charge = +1
frontier orbital gap = 0.188 Ha
maximum force = 1.024 eV/A

Atoms and positions in Å:
C 2.66153 -3.17301 3.90659
C 1.90449 -2.56357 2.77066
C 2.40508 -2.65884 1.46340
C 1.70473 -2.12318 0.40021
C 0.44937 -1.46026 0.58164
C -0.16725 -0.94710 -0.58652
C -1.37314 -0.22684 -0.77164
C -1.70380 0.13341 -2.11677
C -2.86310 0.82047 -2.42094
C -3.76021 1.19495 -1.40922
C -5.02208 1.91622 -1.75783
C -3.44518 0.87932 -0.08109
C -2.28002 0.20411 0.24299
C -0.03328 -1.36897 1.92186
C 0.68667 -1.90306 2.97792
H 2.14581 -2.99240 4.85202
H 2.76721 -4.25504 3.76841
H 3.67190 -2.75501 3.97140
H 3.35726 -3.17020 1.30088
H 2.10708 -2.20083 -0.61157
H 0.33134 -1.23127 -1.51658
H -1.01636 -0.15769 -2.91351
H -3.10172 1.07712 -3.45629
H -5.59842 2.13670 -0.85722
H -4.80343 2.85755 -2.27324
H -5.64305 1.31540 -2.43133
H -4.14032 1.17728 0.70713
H -2.06956 0.01693 1.28720
H -0.97585 -0.88507 2.13798
H 0.30186 -1.82184 3.99713
C 2.40827 2.81562 -2.33388
C 3.49298 2.21204 -1.69983
C 2.99661 1.59880 -0.50195
C 1.62324 1.83146 -0.45008
N 1.28025 2.58816 -1.55742
H 2.36195 3.38412 -3.25774
H 4.52010 2.20829 -2.04639
H 3.57676 1.04287 0.22574
H 0.89932 1.56819 0.31567
H 0.34294 2.91517 -1.77781

No. 8
ORCA calculation (ωB97M-V/def2-TZVPD) on a cluster of 2 separate species, C4H7NS in total.

## Properties
net charge = 0
frontier orbital gap = 0.338 Ha
maximum force = 4.636 eV/A
SMILES = C=CSC.C#N

Atoms and positions in Å:
C -0.07410 -1.45453 0.41279
C -0.10631 -0.48665 1.28691
S 0.73181 1.04498 1.04598
C 0.87257 0.82238 -0.80321
H 0.58679 -1.55460 -0.47430
H -0.49399 -2.39472 0.71260
H -0.80089 -0.63326 2.13377
H 1.44236 0.06174 -1.16456
H 1.03241 1.85743 -1.14332
H -0.08155 0.65158 -1.13142
C -3.07237 0.24385 0.19577
N -2.43959 0.53181 -0.70209
H -3.57928 0.06947 1.05486